1.
{"formula": "C25H27AgN10S", "method": "ωB97M-V/def2-TZVPD", "energy_ha": -2061.59197, "e_lumo_ha": -0.00148, "spin_multiplicity": 1, "species": ["Ag", "C", "C", "N", "N", "C", "N", "S", "C", "C", "C", "C", "C", "N", "H", "H", "H", "H", "H", "H", "H", "H", "H", "C", "C", "N", "C", "C", "C", "C", "C", "C", "C", "C", "C", "N", "C", "H", "H", "H", "H", "H", "H", "H", "H", "C", "C", "C", "C", "N", "C", "N", "N", "N", "H", "H", "H", "H", "H", "H", "H", "H", "H", "H"], "positions_angstrom": [[0.516258, -0.258266, -0.087066], [3.572733, 3.196003, -0.158970], [2.813125, 1.950505, -0.508123], [1.537752, 1.868459, -0.415934], [0.848708, 2.987224, -0.105034], [-0.262398, 2.826574, 0.571361], [-1.095280, 3.926195, 0.566262], [-0.760864, 1.461110, 1.508247], [3.520945, 0.747184, -1.021885], [4.907466, 0.735497, -1.180147], [5.532953, -0.412932, -1.637769], [4.765782, -1.523226, -1.945236], [3.391402, -1.419673, -1.781278], [2.786494, -0.330556, -1.331350], [2.988140, 3.778073, 0.547323], [3.734914, 3.817001, -1.045087], [4.542900, 2.972407, 0.284442], [-0.671574, 4.765239, 0.198521], [-1.652075, 4.046354, 1.395754], [5.489852, 1.616259, -0.949825], [6.609301, -0.438195, -1.755135], [5.212529, -2.439795, -2.306311], [2.742049, -2.256775, -2.020078], [-2.560876, -3.595936, 0.749738], [-1.711949, -2.711262, 0.072995], [-0.510265, -2.385334, 0.495514], [-0.052294, -2.961450, 1.629118], [-0.812724, -3.893177, 2.355497], [-2.105553, -4.188299, 1.895999], [-0.264478, -4.525960, 3.522250], [0.986839, -4.250820, 3.931232], [1.793977, -3.295027, 3.227155], [3.099280, -2.978090, 3.639964], [3.814130, -2.041035, 2.946561], [3.206958, -1.417912, 1.847716], [1.990328, -1.694091, 1.439359], [1.283917, -2.628507, 2.102020], [-3.547684, -3.805097, 0.359756], [-2.023628, -2.265291, -0.865286], [-2.721002, -4.890708, 2.446432], [-0.880387, -5.236734, 4.060452], [1.404394, -4.739037, 4.803568], [3.518258, -3.480868, 4.503583], [4.820588, -1.768910, 3.234165], [3.742520, -0.656123, 1.289041], [-4.129152, 3.408883, -3.027158], [-4.865062, 2.688601, -1.899823], [-4.357245, 3.139149, -0.531955], [-4.785718, 1.168688, -2.067281], [-3.420854, 0.682029, -2.220999], [-2.463520, 0.505218, -1.310141], [-1.379503, 0.089711, -1.922362], [-1.700226, 0.002670, -3.236327], [-2.921873, 0.349478, -3.424742], [-4.338155, 4.479070, -2.991702], [-4.427186, 3.032923, -4.008081], [-3.049256, 3.277741, -2.928871], [-5.930950, 2.926375, -1.970487], [-3.280796, 2.977712, -0.429767], [-4.862341, 2.608670, 0.279643], [-4.538620, 4.206997, -0.397873], [-5.318363, 0.856515, -2.962763], [-5.226679, 0.668701, -1.205000], [-2.545961, 0.725866, -0.253827]], "forces_ev_per_a": [[-0.1, 0.1, 0.0], [0.0, 0.0, 0.0], [-0.1, 0.1, -0.1], [0.1, -0.1, 0.2], [-0.2, 0.2, -0.1], [0.2, -0.1, 0.1], [0.0, 0.1, 0.1], [0.0, 0.0, -0.1], [0.0, -0.1, 0.0], [0.0, 0.0, 0.0], [0.0, 0.0, 0.0], [0.0, 0.0, 0.0], [0.0, 0.0, 0.0], [0.0, 0.0, 0.0], [0.0, 0.0, 0.0], [0.0, 0.0, 0.0], [0.0, 0.0, 0.0], [0.0, 0.0, 0.0], [0.0, 0.0, 0.0], [0.0, 0.0, 0.0], [0.0, 0.0, 0.0], [0.0, 0.0, 0.0], [0.0, 0.0, 0.0], [0.0, 0.0, 0.0], [0.0, 0.0, -0.2], [0.0, -0.2, 0.2], [0.0, 0.0, 0.0], [0.0, 0.0, 0.0], [0.0, 0.0, 0.0], [-0.1, 0.0, 0.0], [0.0, 0.0, 0.0], [0.0, 0.0, 0.1], [0.0, 0.0, 0.0], [0.0, 0.0, 0.0], [0.0, 0.1, 0.0], [0.0, -0.2, 0.0], [0.0, 0.0, 0.0], [0.0, 0.0, 0.0], [0.0, 0.1, 0.1], [0.0, 0.0, 0.0], [0.0, 0.0, 0.0], [0.0, 0.0, 0.0], [0.0, 0.0, 0.0], [0.0, 0.0, 0.0], [0.0, 0.0, 0.0], [0.0, 0.0, 0.0], [0.1, 0.0, 0.0], [0.0, -0.1, -0.1], [0.0, 0.1, 0.0], [-0.2, -0.1, -0.1], [0.1, 0.2, 0.0], [-0.1, -0.1, -0.1], [-0.2, 0.0, 0.2], [0.1, 0.1, 0.1], [0.0, 0.0, 0.0], [0.0, 0.0, 0.0], [0.0, 0.0, 0.0], [0.0, 0.0, 0.0], [-0.1, 0.1, 0.0], [0.0, 0.0, 0.0], [0.0, 0.0, 0.0], [0.0, 0.0, 0.0], [0.0, 0.0, 0.0], [0.0, -0.1, 0.0]]}

***

2.
{"formula": "C3H11O4", "method": "ωB97M-V/def2-TZVPD", "energy_ha": -421.74231, "e_lumo_ha": 0.12760, "spin_multiplicity": 1, "total_charge": -1, "species": ["C", "O", "C", "C", "O", "H", "H", "H", "H", "H", "H", "H", "H", "H", "O", "H", "H", "O"], "positions_angstrom": [[-0.744228, -0.135111, 0.353601], [-0.868464, -0.192349, -1.113111], [0.667463, -0.711281, 0.588310], [0.636502, -2.228341, 0.626103], [-0.553105, -2.593593, 1.930266], [-0.984825, 0.845165, 0.793177], [-1.519076, -0.852579, 0.603127], [1.040551, -0.373750, 1.574524], [1.350096, -0.393866, -0.202662], [-0.032516, -2.744463, -0.052281], [1.626648, -2.660055, 0.486957], [0.494254, -2.703463, 1.807508], [-0.221833, 0.470611, -1.477288], [0.695421, 2.136284, -2.828404], [0.562888, 2.065165, -1.880646], [-0.251805, 2.846618, -0.918605], [-1.375379, 3.824143, -0.206643], [-0.522593, 3.400864, -0.083933]], "forces_ev_per_a": [[0.2, -0.9, -2.7], [0.0, 0.6, 0.9], [-0.8, -0.2, 1.5], [-2.6, 1.7, -2.5], [3.2, -0.1, -1.1], [0.6, -0.2, -0.3], [0.2, 0.0, 0.8], [0.2, -0.1, -0.4], [-0.1, 0.3, 0.1], [0.3, 0.6, -0.6], [0.2, -0.6, 1.2], [-1.0, -1.1, 3.2], [-0.3, 0.6, -0.1], [-0.1, 0.1, 0.0], [0.1, -0.9, 0.0], [0.2, 0.5, 0.0], [0.1, -0.2, -0.3], [-0.2, 0.0, 0.4]]}

***

3.
{"formula": "C30H44N4P2RuSi", "method": "ωB97M-V/def2-TZVPD", "energy_ha": -2454.83068, "e_lumo_ha": [-0.20103, -0.31672], "s2": 6.032, "spin_multiplicity": 5, "total_charge": 2, "species": ["Ru", "C", "C", "C", "C", "C", "C", "C", "C", "C", "H", "H", "H", "H", "H", "H", "H", "H", "H", "H", "H", "H", "H", "H", "H", "P", "P", "N", "N", "N", "N", "C", "C", "C", "C", "C", "C", "C", "C", "C", "C", "C", "C", "C", "C", "C", "C", "C", "C", "H", "H", "H", "H", "H", "H", "H", "H", "H", "H", "H", "H", "H", "H", "H", "H", "H", "H", "H", "H", "C", "Si", "C", "C", "H", "H", "H", "H", "H", "H", "H", "H", "H"], "positions_angstrom": [[0.931827, 1.078337, -1.055724], [1.850376, 2.839782, -1.002999], [0.455474, 2.971594, -0.624216], [-0.584816, 3.597203, -1.528729], [-0.561867, 2.922484, -2.898923], [-0.078211, 1.493843, -2.766374], [1.216405, 0.961133, -3.015719], [2.399474, 1.816913, -3.294034], [2.440598, 3.059902, -2.347308], [-0.850723, -1.726274, -1.161526], [2.552637, 3.023905, -0.192844], [0.252189, 3.133204, 0.441971], [-0.472752, 4.688624, -1.587554], [-1.570235, 3.410753, -1.074092], [-1.596331, 2.868137, -3.252029], [-0.103914, 3.558197, -3.667640], [-0.896368, 0.801024, -2.958194], [1.259504, -0.075813, -3.350517], [2.486223, 2.126960, -4.344576], [3.291430, 1.204110, -3.123560], [3.497770, 3.311982, -2.216570], [1.991134, 3.912316, -2.851215], [-0.120148, -0.938828, -1.424185], [-1.154802, -2.323199, -2.024856], [-0.512878, -2.387346, -0.366125], [-2.209124, -0.779571, -0.605477], [0.804035, 0.096676, 1.304709], [-2.978854, -0.443910, -2.089393], [-3.158845, -1.819143, 0.263142], [2.647520, 0.911594, 1.325290], [0.821455, -0.064448, 3.410370], [-2.060473, 0.738725, 0.365194], [-0.945302, 0.841417, 1.453784], [-2.532939, -0.753741, -3.388497], [-3.578961, -0.547110, -4.260815], [-4.696070, -0.089765, -3.491437], [-4.298768, 0.003981, -2.170528], [-3.866121, -2.840417, -0.393175], [-5.034235, -3.065803, 0.301943], [-5.043868, -2.184889, 1.444845], [-3.877364, -1.452835, 1.412040], [3.358269, 0.553156, 0.194678], [4.677931, 0.988486, 0.293242], [4.766407, 1.684285, 1.517368], [3.496569, 1.655002, 2.112200], [1.824134, 0.132206, 4.343354], [1.372273, -0.214579, 5.628610], [0.030639, -0.649394, 5.479489], [-0.263881, -0.564400, 4.118135], [-3.029274, 0.942979, 0.887791], [-1.903130, 1.527184, -0.410558], [-0.677303, 1.905714, 1.484381], [-1.341466, 0.614835, 2.456118], [-1.509848, -1.043460, -3.593915], [-3.542356, -0.691491, -5.330024], [-5.685000, 0.126697, -3.852770], [-4.791398, 0.332146, -1.268258], [-3.452880, -3.286390, -1.277328], [-5.810018, -3.763774, 0.025256], [-5.810902, -2.085110, 2.197345], [-3.434897, -0.725505, 2.066980], [2.874826, 0.065601, -0.665911], [5.437111, 0.818417, -0.461379], [5.645300, 2.135930, 1.937659], [3.181451, 2.099478, 3.046814], [2.811786, 0.485606, 4.080378], [1.960056, -0.177169, 6.535365], [-0.652201, -1.013246, 6.245403], [-1.197404, -0.825451, 3.619424], [2.220527, -2.767097, -0.506133], [1.708378, -2.028265, 1.152026], [0.304411, -3.018486, 1.876766], [3.303529, -2.068810, 2.174765], [1.600645, -3.664374, -0.687337], [3.272410, -3.110628, -0.434436], [2.130873, -2.092011, -1.375101], [0.603736, -4.060923, 1.722099], [0.180766, -2.840562, 2.947380], [-0.671909, -2.874204, 1.407048], [3.539943, -3.152194, 2.254905], [4.158356, -1.573025, 1.667370], [3.199456, -1.656880, 3.196345]], "forces_ev_per_a": [[0.3, -2.8, 4.2], [-0.5, 2.4, 1.4], [0.8, 2.5, -0.1], [-0.2, -0.2, 0.3], [-0.8, 0.6, -0.4], [-0.4, -0.4, -1.7], [-0.9, -0.5, -2.3], [0.9, 0.3, 0.1], [0.8, 0.3, -1.3], [0.5, 0.1, 0.1], [0.0, -0.4, 0.1], [0.4, 0.2, -0.3], [0.0, -0.2, 0.0], [0.1, 0.3, -0.1], [0.0, 0.0, 0.0], [0.5, -0.5, 0.3], [0.2, 0.0, 0.1], [0.1, 0.1, -0.2], [-0.3, 0.0, 0.2], [0.0, 0.1, 0.1], [-0.2, 0.1, 0.0], [-0.1, 0.1, 0.0], [0.4, -0.7, -0.2], [0.0, 0.1, 0.2], [0.2, 0.3, -0.2], [-1.6, -0.4, -1.4], [1.6, 0.5, -2.6], [0.4, 0.4, 0.8], [-0.2, -0.1, 0.3], [-1.1, -0.3, 0.3], [0.5, 0.7, 0.6], [0.8, 0.4, -0.1], [-0.1, -0.2, 1.6], [-0.7, -0.1, -0.6], [0.6, 0.0, 1.0], [0.3, 0.2, 1.2], [-0.2, -0.2, -1.1], [-1.1, -0.1, 0.8], [1.0, 0.4, -0.3], [1.1, 0.5, -0.2], [-1.1, -0.5, -0.3], [0.4, 0.0, -0.3], [-1.1, -0.2, -0.1], [-1.0, -0.1, 0.3], [0.8, -0.2, -0.1], [-1.0, -0.1, -1.6], [-2.3, -1.0, 0.8], [1.8, 0.3, 1.4], [0.8, 0.6, -1.1], [0.7, -0.2, -0.7], [-0.1, -0.5, 0.5], [-0.1, -0.3, 0.2], [-0.2, 0.2, -0.6], [-0.4, 0.0, 0.0], [0.0, 0.0, 0.1], [0.0, 0.1, -0.1], [-0.3, -0.1, -0.1], [-0.1, -0.1, -0.2], [0.1, 0.0, 0.1], [0.1, -0.2, 0.0], [-0.3, 0.1, 0.2], [0.3, -0.3, 0.4], [-0.1, 0.1, 0.2], [0.1, 0.2, 0.1], [0.0, 0.0, -0.3], [-0.2, -0.1, -0.1], [-0.1, 0.0, -0.1], [0.3, 0.2, -0.2], [0.4, -0.1, 0.2], [-0.2, 0.1, -0.3], [0.6, -0.3, 0.6], [0.2, -0.5, 0.1], [-0.2, 0.0, 0.2], [0.2, 0.4, -0.1], [-0.5, 0.3, 0.0], [0.1, -0.3, 0.3], [-0.3, -0.1, 0.2], [0.1, -0.2, 0.0], [0.1, -0.1, 0.1], [-0.1, 0.5, 0.1], [-0.7, -0.2, 0.2], [0.2, -0.3, -0.5]]}

***

4.
{"formula": "C15H11Cl3I2MnN3O", "method": "ωB97M-V/def2-TZVPD", "energy_ha": -3944.48472, "e_lumo_ha": [-0.11449, -0.12708], "s2": 8.757, "spin_multiplicity": 6, "total_charge": 1, "species": ["Mn", "I", "C", "C", "C", "I", "C", "O", "C", "C", "N", "C", "C", "C", "C", "C", "C", "N", "C", "H", "H", "H", "H", "H", "H", "H", "H", "H", "H", "H", "Cl", "C", "Cl", "Cl", "C", "N"], "positions_angstrom": [[0.996630, 0.579368, -0.039479], [-6.280545, 2.044307, 0.856818], [-4.246276, 1.994946, 0.395409], [-3.501058, 3.167087, 0.401993], [-2.159971, 3.108550, 0.086380], [-1.015473, 4.852388, 0.123583], [-1.503827, 1.907210, -0.246907], [-0.209712, 1.950635, -0.570389], [-2.278891, 0.728086, -0.223049], [-1.753001, -0.681888, -0.460388], [-0.419362, -0.721965, -1.079883], [0.166019, -2.046816, -1.269603], [1.649067, -1.920306, -1.558432], [2.316268, -2.889616, -2.285753], [3.679626, -2.762109, -2.498615], [4.341284, -1.658957, -1.981020], [3.610392, -0.729660, -1.271597], [2.292549, -0.850255, -1.058409], [-3.635980, 0.798333, 0.086695], [-3.961257, 4.113656, 0.647764], [-2.475434, -1.232254, -1.071011], [-1.678797, -1.212365, 0.494465], [-0.466085, -0.233887, -1.971904], [-0.319763, -2.615814, -2.066294], [0.034496, -2.610763, -0.341652], [1.767621, -3.732681, -2.683556], [4.216497, -3.510469, -3.065706], [5.401699, -1.515613, -2.128262], [4.089236, 0.147315, -0.854793], [-4.223266, -0.112907, 0.085084], [0.611246, 2.762631, 4.791509], [0.881583, 1.028034, 4.660446], [-0.512189, 0.117124, 5.238931], [2.354092, 0.540402, 5.495723], [1.051093, 0.719539, 3.235832], [1.181491, 0.478717, 2.126069]], "forces_ev_per_a": [[0.1, -0.1, 0.0], [0.1, 0.0, 0.0], [-0.1, 0.1, 0.0], [0.0, 0.0, 0.0], [0.2, 0.0, 0.0], [-0.1, 0.0, 0.0], [-0.1, 0.0, 0.0], [0.0, 0.0, 0.1], [0.0, 0.0, 0.0], [0.0, 0.1, 0.0], [0.1, 0.0, 0.0], [0.0, 0.1, 0.0], [0.0, 0.0, 0.0], [0.1, 0.0, 0.0], [-0.1, 0.0, 0.0], [0.0, 0.0, 0.0], [0.0, 0.0, 0.0], [-0.1, 0.0, 0.0], [0.0, -0.1, 0.0], [0.0, 0.0, 0.0], [0.0, 0.0, 0.0], [0.0, 0.0, 0.0], [0.0, 0.0, 0.0], [0.0, 0.0, 0.0], [0.0, 0.0, 0.0], [0.0, 0.0, 0.0], [0.0, 0.0, 0.0], [0.0, 0.0, 0.0], [0.0, 0.0, 0.0], [0.0, 0.0, 0.0], [0.0, 0.0, 0.0], [0.0, 0.1, 0.2], [0.0, 0.0, 0.0], [0.0, 0.0, 0.0], [0.0, -0.1, -0.1], [-0.1, 0.1, -0.1]]}

***

5.
{"formula": "C7H7B2F8Tl", "method": "ωB97M-V/def2-TZVPD", "energy_ha": -1292.61940, "e_lumo_ha": 0.19292, "spin_multiplicity": 1, "total_charge": -2, "species": ["Tl", "C", "C", "C", "C", "C", "C", "C", "H", "H", "H", "H", "H", "H", "H", "F", "B", "F", "F", "F", "F", "B", "F", "F", "F"], "positions_angstrom": [[-0.709305, -1.543625, -0.225371], [0.789526, -0.146205, 1.095869], [0.563307, 1.074066, 0.352991], [1.254114, 1.342371, -0.850856], [0.982630, 2.473489, -1.600236], [0.007165, 3.386407, -1.206461], [-0.710787, 3.120140, -0.045796], [-0.449889, 1.990302, 0.711723], [0.405321, -0.170259, 2.111892], [1.762739, -0.610344, 0.965072], [2.005092, 0.639262, -1.195044], [1.539189, 2.634366, -2.517191], [-0.204211, 4.267242, -1.801138], [-1.495115, 3.798999, 0.274288], [-1.027281, 1.803087, 1.611070], [-4.304690, -3.722340, 2.761164], [-3.566105, -2.552798, 3.027316], [-4.431624, -1.442885, 3.051704], [-2.922284, -2.676628, 4.273468], [-2.594907, -2.371356, 2.009996], [1.630749, -2.541652, -1.591897], [2.624181, -2.258416, -2.568369], [3.397730, -1.163587, -2.129792], [3.447236, -3.386489, -2.725890], [2.007214, -1.943147, -3.788513]], "forces_ev_per_a": [[0.0, -0.1, -0.1], [-0.1, 0.0, -0.1], [0.0, -0.1, 0.1], [0.0, 0.0, 0.0], [0.0, 0.0, 0.0], [0.0, 0.0, 0.0], [0.0, 0.0, 0.0], [0.0, 0.1, 0.0], [0.1, 0.0, 0.0], [0.0, 0.0, 0.0], [0.0, 0.0, 0.0], [0.0, 0.0, 0.0], [0.0, 0.0, 0.0], [0.0, 0.0, 0.0], [0.0, 0.0, 0.0], [0.0, 0.0, 0.0], [0.0, 0.0, 0.0], [0.0, 0.0, 0.0], [0.0, 0.0, 0.0], [0.0, 0.0, 0.0], [-0.1, 0.0, 0.0], [0.1, 0.1, 0.0], [0.0, 0.0, 0.0], [0.0, -0.1, 0.0], [0.0, 0.0, 0.0]]}